Formula: C84H190F2N12
Source: OMol25
Level of theory: ωB97M-V with the def2-TZVPD basis set

The charge is 0. For the lowest unoccupied orbital energy, the calculation gives 0.6006 eV. Its calculated total energy is -4171.09445 Eh. The calculation puts the HOMO-LUMO gap at 8.46 eV. Its strongest force on any atom is 0.0524 Eh/bohr.

Cartesian coordinates (Å):
F1 19.378 17.365 23.673
F2 8.519 22.273 24.793
N1 14.936 13.873 23.503
N2 21.316 15.827 15.506
N3 18.415 24.988 20.277
N4 12.206 17.417 18.659
N5 14.289 13.851 17.023
N6 13.505 27.861 19.987
N7 14.576 22.949 16.801
N8 16.215 19.560 20.599
N9 15.556 23.858 25.379
N10 14.576 18.799 12.834
N11 20.013 20.174 16.041
N12 21.084 21.694 24.543
C1 21.453 14.581 13.273
C2 17.907 26.744 18.461
C3 9.210 22.953 22.657
C4 16.506 19.920 21.990
C5 15.209 16.265 22.564
C6 16.700 18.007 18.740
C7 14.648 21.618 26.234
C8 14.697 29.405 18.476
C9 19.864 22.682 26.548
C10 13.557 21.954 17.035
C11 15.789 22.250 14.707
C12 19.937 16.225 19.855
C13 20.748 24.813 19.553
C14 14.516 12.797 21.306
C15 19.465 22.246 17.285
C16 16.675 25.691 26.496
C17 15.060 19.105 11.481
C18 13.008 25.302 20.090
C19 15.465 13.105 22.419
C20 12.479 16.984 17.314
C21 17.932 25.233 18.939
C22 15.922 14.064 24.594
C23 20.348 16.643 16.079
C24 15.665 18.649 13.739
C25 11.970 19.458 20.137
C26 13.714 14.093 15.741
C27 14.025 28.092 18.677
C28 15.756 22.322 16.207
C29 15.346 21.817 20.240
C30 14.312 24.553 25.161
C31 10.242 23.005 21.693
C32 14.257 12.461 17.494
C33 13.645 17.645 12.832
C34 11.759 21.904 23.309
C35 21.406 20.315 16.310
C36 22.852 15.646 17.451
C37 11.487 22.524 22.067
C38 15.396 22.423 25.080
C39 21.282 15.892 14.027
C40 16.971 18.431 20.194
C41 15.592 14.444 17.040
C42 10.762 21.883 24.250
C43 20.854 20.252 24.888
C44 16.124 20.659 19.670
C45 12.762 18.712 19.019
C46 14.175 24.168 16.078
C47 12.551 26.800 20.057
C48 21.907 19.876 17.663
C49 15.107 11.499 16.703
C50 19.184 20.760 17.058
C51 22.067 19.313 24.811
C52 21.167 21.859 23.091
C53 16.296 14.347 18.359
C54 16.201 24.265 26.665
C55 17.527 25.485 21.310
C56 22.112 22.959 22.606
C57 9.535 22.460 23.927
C58 12.595 16.405 19.661
C59 18.934 15.805 21.993
C60 14.313 15.109 23.142
C61 13.891 24.631 23.715
C62 17.882 20.632 22.191
C63 13.955 27.937 22.362
C64 19.580 16.953 22.409
C65 14.567 27.903 20.972
C66 13.888 19.485 10.517
C67 15.264 14.509 25.883
C68 20.420 17.726 21.619
C69 11.829 15.121 19.609
C70 12.297 22.346 17.781
C71 15.236 25.250 16.254
C72 11.678 17.705 16.247
C73 22.629 16.014 16.015
C74 19.141 15.487 20.692
C75 20.069 22.569 25.048
C76 12.331 13.590 15.568
C77 18.938 15.980 16.033
C78 15.339 18.424 15.214
C79 14.142 16.326 12.198
C80 19.982 19.674 13.597
C81 19.765 25.353 20.572
C82 17.673 24.710 22.614
C83 20.599 17.323 20.304
C84 19.683 20.666 14.709
H1 13.200 12.143 17.497
H2 15.011 11.992 20.692
H3 15.327 28.724 20.813
H4 16.216 14.019 16.277
H5 14.538 16.979 22.102
H6 12.604 22.941 18.643
H7 18.579 15.788 14.999
H8 17.006 23.559 26.744
H9 19.980 24.970 21.562
H10 17.696 26.564 21.413
H11 15.844 26.403 26.340
H12 17.376 25.807 25.663
H13 22.433 14.630 17.529
H14 13.884 24.007 15.050
H15 12.034 14.565 18.693
H16 13.708 16.260 19.597
H17 11.711 13.734 16.463
H18 16.581 13.279 18.555
H19 13.804 18.645 19.238
H20 15.021 22.568 19.496
H21 17.626 26.872 17.399
H22 13.199 28.739 22.469
H23 15.864 12.150 22.811
H24 14.255 19.791 9.557
H25 18.995 15.040 16.585
H26 17.057 16.998 18.586
H27 22.994 19.826 17.601
H28 13.761 25.119 19.295
H29 12.822 24.912 23.573
H30 18.579 20.808 14.751
H31 19.666 20.123 12.638
H32 14.246 13.649 20.691
H33 12.118 14.493 20.451
H34 21.039 19.397 13.515
H35 13.411 26.981 22.483
H36 10.997 19.798 19.747
H37 15.439 25.365 17.336
H38 15.939 22.361 20.991
H39 15.150 21.782 27.188
H40 23.312 15.357 15.468
H41 18.252 16.681 16.511
H42 18.057 18.602 20.253
H43 19.094 22.329 24.608
H44 12.424 16.865 20.608
H45 18.998 22.792 16.448
H46 20.618 25.256 18.578
H47 21.788 24.886 19.863
H48 16.971 24.833 18.727
H49 20.598 16.816 17.109
H50 20.144 21.626 14.517
H51 13.549 17.094 17.169
H52 13.624 21.969 26.262
H53 14.596 20.540 26.067
H54 21.730 18.301 25.146
H55 16.721 17.646 20.955
H56 15.272 10.612 17.311
H57 15.646 17.949 18.468
H58 16.403 13.559 22.034
H59 20.297 16.304 13.796
H60 12.533 20.349 20.409
H61 15.834 15.932 21.768
H62 21.938 19.655 15.617
H63 15.469 15.490 16.823
H64 16.069 23.200 14.208
H65 14.607 12.455 18.497
H66 12.266 15.902 17.292
H67 19.549 21.728 26.971
H68 10.119 23.401 20.713
H69 14.450 21.438 20.777
H70 13.552 15.461 12.591
H71 23.108 22.811 23.026
H72 14.768 27.309 18.401
H73 12.299 12.531 15.264
H74 18.547 14.690 20.240
H75 16.841 24.954 23.298
H76 14.022 23.676 23.207
H77 15.555 24.135 27.516
H78 14.634 13.773 26.363
H79 20.606 23.705 19.399
H80 8.208 23.307 22.455
H81 12.726 21.473 23.511
H82 13.632 12.341 21.728
H83 21.725 21.357 16.146
H84 15.746 14.745 19.238
H85 18.897 27.174 18.533
H86 16.515 25.295 20.917
H87 14.547 19.120 15.570
H88 17.221 27.320 19.120
H89 18.936 22.640 18.183
H90 13.515 24.211 25.844
H91 20.625 20.307 25.981
H92 17.663 23.612 22.475
H93 11.723 17.136 15.319
H94 12.303 22.537 21.371
H95 10.887 21.433 25.216
H96 21.520 18.909 17.925
H97 15.734 19.963 11.486
H98 22.466 14.191 13.464
H99 15.618 29.497 19.020
H100 22.847 19.669 25.489
H101 16.675 14.750 24.228
H102 11.693 22.981 17.174
H103 20.724 13.794 13.540
H104 14.120 30.252 18.802
H105 16.376 13.096 24.772
H106 20.001 19.832 24.377
H107 14.032 21.159 17.601
H108 20.911 18.614 22.022
H109 16.097 11.906 16.511
H110 15.040 17.407 15.410
H111 18.321 15.299 22.699
H112 20.291 23.564 24.648
H113 21.566 20.956 22.612
H114 11.773 21.392 18.005
H115 19.861 26.485 20.751
H116 22.953 17.020 15.794
H117 15.745 20.651 22.252
H118 13.244 18.628 10.433
H119 21.408 14.846 12.235
H120 10.659 17.759 16.691
H121 13.270 24.504 16.568
H122 13.172 28.116 17.996
H123 20.800 22.939 27.075
H124 16.399 22.018 24.944
H125 21.373 17.814 19.653
H126 15.849 16.788 23.231
H127 14.516 25.387 23.239
H128 20.515 22.475 17.233
H129 14.898 26.198 15.817
H130 10.756 15.290 19.685
H131 17.160 18.703 18.057
H132 13.258 20.331 10.862
H133 13.792 15.495 24.029
H134 13.461 14.927 22.492
H135 16.651 21.605 14.516
H136 19.309 20.226 17.991
H137 12.057 18.714 16.134
H138 14.676 11.175 15.767
H139 16.192 19.587 13.691
H140 11.901 26.836 19.183
H141 15.146 16.174 12.602
H142 17.965 21.446 21.475
H143 16.639 22.860 16.568
H144 17.212 14.869 18.257
H145 15.679 20.260 18.754
H146 18.623 24.733 18.276
H147 14.382 13.698 14.939
H148 22.521 19.213 23.837
H149 19.031 23.400 26.662
H150 20.147 22.071 22.685
H151 14.729 28.021 23.166
H152 14.572 25.534 25.518
H153 12.729 19.303 18.122
H154 21.988 16.614 13.623
H155 14.918 29.479 17.374
H156 16.407 19.070 22.647
H157 21.714 23.930 22.881
H158 15.630 18.293 11.037
H159 12.659 17.932 12.415
H160 18.713 19.935 22.065
H161 20.029 15.992 18.819
H162 13.767 15.187 15.575
H163 18.111 20.655 16.806
H164 17.926 21.021 23.232
H165 15.205 26.978 20.807
H166 13.187 21.519 16.078
H167 14.050 16.308 11.104
H168 19.444 18.751 13.784
H169 16.067 14.739 26.567
H170 16.309 17.798 13.453
H171 23.904 15.665 17.731
H172 22.267 22.936 21.525
H173 21.575 20.625 18.367
H174 11.834 18.768 20.928
H175 14.916 22.225 24.128
H176 13.528 24.967 21.026
H177 12.087 24.729 19.959
H178 13.538 17.472 13.891
H179 16.224 18.637 15.804
H180 14.688 15.443 25.829
H181 20.212 17.604 15.600
H182 18.628 24.839 23.126
H183 16.108 24.937 15.712
H184 14.896 21.759 14.251
H185 11.871 14.086 14.701
H186 17.141 21.018 19.319
H187 15.827 21.364 16.697
H188 11.992 26.952 20.985
H189 17.181 26.006 27.415
H190 22.260 16.311 18.091